# 1
{
  "formula": "C6H10",
  "method": "ωB97M-V/def2-TZVPD",
  "species": ["C", "C", "C", "C", "C", "C", "H", "H", "H", "H", "H", "H", "H", "H", "H", "H"],
  "positions_angstrom": [[1.41703, -1.90647, -1.36466], [1.19268, -0.66952, -0.91180], [-0.18878, -0.21023, -0.58727], [-0.54894, 0.59662, 0.43165], [0.43446, 1.18445, 1.40125], [-2.01908, 0.82388, 0.65155], [0.48314, -2.52126, -1.19326], [2.20134, -2.14274, -2.03584], [2.06630, -0.30724, -0.32233], [-0.94287, -0.62431, -1.32091], [1.44099, 1.22571, 0.95349], [0.22183, 2.30266, 1.54311], [0.44444, 0.52935, 2.34845], [-2.44081, 1.86148, 0.50754], [-2.82104, 0.20700, 0.08835], [-2.37756, 0.55700, 1.70709]],
  "atomic_forces_ev_per_a": [[-3.3, -0.1, -0.2], [0.4, 0.1, 2.4], [0.4, -0.5, -0.3], [-0.7, -0.8, -1.1], [0.1, 0.7, 0.4], [-3.3, 0.0, 1.1], [1.2, 0.0, -1.5], [1.2, -0.9, 0.5], [-0.3, 1.2, -1.5], [0.7, 0.5, 1.2], [-0.3, -0.5, 0.3], [-0.1, -1.7, 0.5], [0.0, 1.5, -1.1], [1.0, -0.6, 0.2], [2.0, 0.6, 0.2], [1.0, 0.5, -1.0]],
  "lowdin_charge": [-0.02, -0.21, -0.10, -0.37, -0.07, -0.11, 0.08, 0.04, 0.10, 0.12, 0.06, 0.10, 0.11, 0.08, 0.09, 0.09],
  "smiles": "C=CC=C(C)C",
  "charge": 0,
  "total_energy_ev": -6381.358,
  "homo_energy_ev": -8.2,
  "e_above_lowest_kcal_mol": 57.7,
  "lumo_ev": 0.81
}

=====

# 2
{
  "formula": "C23H45ClNO11P2S6",
  "method": "ωB97M-V/def2-TZVPD",
  "species": ["C", "C", "C", "C", "C", "C", "C", "O", "O", "O", "C", "P", "O", "Cl", "C", "P", "S", "N", "C", "C", "O", "C", "C", "O", "H", "H", "H", "H", "H", "H", "H", "H", "H", "H", "H", "H", "H", "H", "H", "C", "S", "O", "C", "H", "H", "H", "H", "H", "H", "C", "S", "O", "C", "H", "H", "H", "H", "H", "H", "C", "S", "O", "C", "H", "H", "H", "H", "H", "H", "C", "S", "O", "C", "H", "H", "H", "H", "H", "H", "C", "S", "O", "C", "H", "H", "H", "H", "H", "H"],
  "positions_angstrom": [[3.44351, 1.85774, 5.92847], [2.76257, 1.78056, 4.67586], [2.21977, 1.40561, 3.14297], [2.73421, 2.43535, 1.94766], [3.68409, 3.75711, 2.24061], [2.23995, 2.14487, 0.41090], [2.64867, 3.09428, -0.89525], [1.66313, 3.82009, -1.48876], [4.05744, 3.18282, -1.40137], [4.03391, 4.26629, -2.16679], [1.24879, 0.83584, 0.17897], [0.64500, 0.55686, -1.64212], [1.29907, -0.99009, -2.11758], [-1.49231, 0.56058, -1.63145], [0.78897, -0.13519, 1.44158], [-0.38734, -1.58558, 1.02431], [-2.26415, -1.25834, 1.41629], [1.30069, 0.20217, 2.85490], [0.88344, -0.61287, 4.05799], [-0.30032, 0.12587, 4.98072], [-1.48916, 0.50748, 4.20635], [-1.38682, 1.85145, 3.62603], [-2.36092, 2.15577, 2.30271], [-0.64105, 2.86730, 4.06256], [4.04321, 1.86562, 6.95895], [4.52367, 3.47197, 3.00464], [2.96880, 4.55305, 2.76528], [4.06297, 4.26393, 1.25542], [4.42103, 4.00177, -3.07498], [0.49163, -1.57230, -2.35057], [-0.28477, -2.05851, -0.34157], [0.04924, -2.71182, 1.86141], [0.43542, -1.67805, 3.79433], [1.81776, -0.84283, 4.76493], [-0.65965, -0.73395, 5.72752], [0.14123, 0.96839, 5.66672], [-2.85962, 3.22314, 2.37370], [-3.23973, 1.35114, 2.23870], [-1.69149, 2.17080, 1.32961], [-4.63281, -3.75569, -0.82775], [-3.97740, -4.69374, -2.22885], [-2.54463, -5.01870, -1.92292], [-3.98359, -3.31403, -3.39902], [-4.68101, -4.41743, 0.04019], [-3.97729, -2.91105, -0.60264], [-5.63763, -3.39850, -1.06516], [-3.36757, -2.49624, -3.01711], [-5.00910, -2.97098, -3.55417], [-3.57243, -3.66314, -4.34901], [1.57173, -4.33956, -1.06953], [1.56915, -5.42441, 0.37811], [1.28284, -4.57200, 1.57955], [3.34625, -5.76297, 0.36328], [0.55517, -3.97276, -1.22952], [2.23992, -3.49162, -0.90130], [1.89413, -4.90336, -1.94806], [3.90631, -4.82814, 0.44418], [3.61190, -6.28118, -0.56101], [3.58466, -6.40220, 1.21648], [-5.81518, -1.79763, -8.23709], [-4.62576, -2.84399, -7.36360], [-5.31321, -3.38769, -6.14548], [-3.54892, -1.49458, -6.82281], [-6.61118, -2.43313, -8.63216], [-6.24489, -1.06463, -7.55019], [-5.31551, -1.28895, -9.06485], [-4.11686, -0.77998, -6.22205], [-3.12177, -0.99560, -7.69573], [-2.74275, -1.91550, -6.21756], [-6.70206, 1.52907, 5.77128], [-5.06131, 2.28387, 5.87515], [-4.46738, 2.26252, 4.49717], [-4.29592, 0.94251, 6.81742], [-7.34871, 2.18499, 5.18378], [-6.63589, 0.55412, 5.28253], [-7.11757, 1.41835, 6.77563], [-4.37644, 0.00322, 6.26481], [-4.78836, 0.85053, 7.78823], [-3.24124, 1.18328, 6.96934], [8.26350, 3.32423, -2.80111], [6.94003, 4.26318, -3.60071], [6.24517, 3.33811, -4.55645], [8.02824, 5.33203, -4.57349], [7.81073, 2.56109, -2.16381], [8.88883, 2.84097, -3.55557], [8.86769, 3.99547, -2.18628], [8.66797, 4.72628, -5.21998], [8.63994, 5.93900, -3.90204], [7.40938, 5.98827, -5.18974]],
  "atomic_forces_ev_per_a": [[-4.5, -1.0, -8.9], [4.2, -0.9, 6.5], [0.4, 1.4, -1.6], [-1.7, -2.1, -1.4], [-1.5, -0.3, 0.8], [-0.8, -2.7, 2.8], [-4.8, 3.4, -3.0], [6.8, -5.2, 4.5], [-4.0, -3.0, 3.7], [1.2, 2.7, -3.8], [0.9, 0.3, 4.4], [1.4, 0.3, -1.1], [-3.6, 0.5, 0.9], [1.5, -0.7, 0.5], [3.7, 4.6, -0.5], [-1.4, -1.3, 1.5], [0.5, 0.2, -0.1], [1.2, 2.0, -2.2], [-0.9, -1.1, 1.9], [0.5, -1.1, 1.4], [2.5, 3.0, -0.6], [1.3, 4.8, 0.5], [-0.4, -0.5, 0.5], [-3.7, -6.9, -2.0], [-1.8, 0.2, -2.8], [-1.5, 0.5, -1.7], [1.5, -1.8, -1.0], [-0.6, -1.4, 1.9], [-0.8, 0.0, 1.7], [1.9, 0.9, 0.3], [0.9, 0.7, 0.9], [0.4, 1.1, -1.1], [1.1, 2.5, -0.1], [-2.0, 0.8, -1.7], [0.7, 1.8, -1.8], [-0.9, -1.3, -1.8], [1.3, -2.3, 0.3], [2.3, 1.8, 0.1], [-1.2, -0.3, 2.1], [0.0, 0.0, 0.1], [0.2, 0.2, 0.0], [-0.3, 0.4, 0.0], [0.1, 0.0, 0.1], [0.0, 0.0, -0.2], [0.0, -0.1, -0.1], [0.1, -0.1, -0.1], [0.0, -0.1, 0.2], [0.1, -0.1, -0.1], [-0.2, -0.1, 0.2], [0.1, 0.1, 0.0], [0.0, -0.1, 0.0], [0.2, 0.1, -0.3], [0.1, 0.1, 0.1], [0.0, -0.3, 0.0], [0.0, -0.1, 0.1], [-0.1, 0.0, 0.1], [-0.1, 0.0, 0.0], [-0.1, 0.0, 0.1], [-0.2, 0.1, -0.1], [-0.1, 0.1, 0.0], [-0.3, -0.1, 0.3], [0.3, 0.4, -0.6], [0.0, 0.1, 0.1], [0.2, 0.0, 0.1], [0.1, -0.1, 0.0], [0.0, -0.1, 0.1], [0.0, -0.1, -0.1], [0.0, -0.1, 0.0], [-0.1, -0.1, -0.1], [0.0, -0.1, -0.1], [0.1, -0.1, -0.3], [-0.2, -0.2, 0.5], [0.1, -0.1, 0.0], [0.2, 0.0, 0.1], [0.1, 0.1, 0.0], [0.1, 0.1, -0.1], [0.0, 0.1, 0.0], [0.0, 0.1, -0.1], [-0.2, 0.1, -0.1], [0.0, -0.1, 0.0], [0.6, 0.0, -0.3], [-0.1, 0.3, 0.5], [0.0, 0.0, -0.1], [0.0, 0.1, -0.1], [-0.1, 0.1, 0.0], [-0.1, 0.0, -0.1], [-0.1, 0.0, 0.1], [-0.1, -0.1, 0.0], [0.0, -0.1, 0.1]],
  "lowdin_charge": [0.14, -0.02, 0.00, -0.03, -0.06, 0.04, -0.20, 0.01, -0.08, -0.07, -0.24, 0.65, -0.41, 0.17, -0.19, 0.38, 0.20, -0.04, -0.12, -0.14, -0.13, -0.30, -0.05, -0.04, 0.10, 0.10, 0.12, 0.10, 0.12, 0.06, -0.03, -0.01, 0.13, 0.15, 0.16, 0.13, 0.10, 0.07, 0.07, -0.27, 0.83, -0.58, -0.28, 0.05, 0.01, 0.06, 0.05, 0.05, 0.03, -0.27, 0.84, -0.60, -0.26, 0.02, 0.05, 0.06, 0.06, 0.06, 0.05, -0.27, 0.82, -0.57, -0.27, 0.05, 0.06, 0.05, 0.06, 0.05, 0.04, -0.27, 0.84, -0.56, -0.27, 0.05, 0.06, 0.05, 0.06, 0.05, 0.04, -0.26, 0.81, -0.54, -0.26, 0.05, 0.06, 0.06, 0.06, 0.06, 0.06],
  "charge": 1,
  "total_energy_ev": -144675.870,
  "homo_energy_ev": -10.3,
  "lumo_ev": -5.15
}

=====

# 3
{
  "formula": "C3H3IN4",
  "method": "ωB97M-V/def2-TZVPD",
  "species": ["C", "C", "C", "N", "N", "N", "N", "I", "H", "H", "H"],
  "positions_angstrom": [[-1.90525, 0.70291, -0.59294], [-1.07029, -0.31878, -0.20444], [0.29576, 0.03998, -0.11643], [1.01370, 0.97303, -0.72640], [2.24158, 0.83112, -0.30941], [2.41768, -0.16305, 0.43231], [1.17774, -0.75770, 0.59149], [1.34873, -2.28177, 2.19949], [-3.04425, 0.63861, -0.58092], [-1.33867, 1.68395, -0.87223], [-1.13674, -1.34831, 0.17948]],
  "atomic_forces_ev_per_a": [[0.4, -0.7, 0.5], [-1.6, 1.8, -0.3], [2.2, -1.2, 0.3], [-2.4, -0.2, 0.4], [2.3, 0.7, -0.6], [-0.4, -1.1, 1.1], [1.2, 0.1, 0.8], [-0.7, 1.8, -2.0], [1.9, 0.1, -0.2], [-1.5, -1.8, 0.5], [-1.4, 0.6, -0.4]],
  "lowdin_charge": [0.04, -0.13, -0.44, 0.06, -0.08, -0.09, -0.38, 0.75, 0.08, 0.10, 0.09],
  "smiles": "C=Cc1nnnn1I",
  "charge": 0,
  "total_energy_ev": -17216.761,
  "homo_energy_ev": -9.6,
  "e_above_lowest_kcal_mol": 30.6,
  "lumo_ev": -2.30
}

=====

# 4
{
  "formula": "C2Br2F2S",
  "method": "ωB97M-V/def2-TZVPD",
  "species": ["C", "C", "F", "F", "S", "Br", "Br"],
  "positions_angstrom": [[1.06247, 1.53910, -0.79932], [-0.31120, -0.49043, 0.41138], [-1.10343, -0.20810, 1.45587], [-1.03856, -1.05640, -0.66244], [2.41989, 1.15132, -0.29973], [-0.22887, 2.40876, -1.63858], [1.19301, -1.48905, 0.98007]],
  "atomic_forces_ev_per_a": [[-2.5, -1.9, 1.1], [0.2, 1.8, -2.3], [-0.3, -0.5, -0.7], [0.7, 0.4, 2.2], [2.1, 0.2, 0.1], [-0.2, 0.5, -0.5], [0.0, -0.6, 0.0]],
  "lowdin_charge": [-1.31, -0.83, -0.03, -0.09, 0.76, 0.83, 0.68],
  "charge": 0,
  "total_energy_ev": -158424.367,
  "homo_energy_ev": [-7.5, -7.5],
  "e_above_lowest_kcal_mol": 61.8,
  "lumo_ev": [-0.94, -0.94]
}

=====

Calculated F_max in order - 3.48, 10.06, 2.71, 3.35 eV Å⁻¹